Entry 1:
DFT (wB97M-V/def2-TZVPD) results for a molecular structure, C53H48AsN8O3S3Zn.

Output
multiplicity = 1
total charge = +1
relative energy (zero: lowest compared OMol25 entry of this formula, charge and spin) = 0.000 eV

Last column: Mulliken charge in e.
Positions of all 117 atoms, in Å:
1 Zn 1.881 0.012 -0.076  1.896
2 N 1.787 0.698 2.021  -0.529
3 C 1.796 2.149 2.055  -0.490
4 C 1.875 2.859 3.218  -0.510
5 C 1.892 4.272 3.206  -0.840
6 C 1.840 4.952 2.025  -0.864
7 C 1.757 4.246 0.800  1.042
8 C 1.696 4.888 -0.461  -1.060
9 C 1.616 4.143 -1.599  -1.051
10 C 1.594 2.738 -1.485  -0.716
11 N 1.642 2.119 -0.333  1.294
12 C 1.728 2.840 0.815  0.143
13 H 2.663 0.339 2.390  0.452
14 H 1.042 0.329 2.601  0.482
15 H 1.928 2.332 4.163  0.537
16 H 1.955 4.808 4.144  0.449
17 H 1.863 6.035 2.006  0.475
18 H 1.716 5.971 -0.504  0.494
19 H 1.561 4.600 -2.577  0.496
20 H 1.526 2.112 -2.369  0.478
21 S -1.967 -1.668 -1.977  -0.327
22 C -0.408 -1.003 -1.736  -0.906
23 N -0.193 -0.432 -0.588  1.759
24 C -1.345 -0.473 0.203  -1.027
25 C -1.514 0.122 1.458  -0.500
26 C -2.730 -0.004 2.093  -0.618
27 C -3.788 -0.708 1.498  -1.271
28 C -3.650 -1.269 0.248  -1.117
29 C -2.418 -1.138 -0.394  2.432
30 H 0.342 -1.037 -2.519  0.479
31 H -0.735 0.739 1.881  -0.449
32 H -2.882 0.476 3.051  0.422
33 H -4.737 -0.779 2.012  0.338
34 H -4.479 -1.771 -0.233  0.674
35 C -2.117 6.710 -3.330  -0.531
36 C -1.560 5.527 -3.797  -0.749
37 C -1.513 4.411 -2.971  -0.389
38 C -2.040 4.465 -1.683  0.969
39 C -2.598 5.651 -1.220  -0.677
40 C -2.632 6.771 -2.042  -0.737
41 As -1.909 2.840 -0.611  0.856
42 C -3.676 2.106 -0.956  0.476
43 C -4.096 1.445 -2.100  -0.983
44 C -5.395 0.957 -2.169  -0.848
45 C -6.261 1.127 -1.094  -0.800
46 C -5.842 1.788 0.051  -0.508
47 C -4.543 2.283 0.126  0.114
48 C -3.956 3.007 1.274  0.756
49 C -4.595 3.274 2.481  -0.451
50 C -3.921 3.953 3.486  -0.973
51 C -2.606 4.366 3.298  -0.535
52 C -1.959 4.096 2.100  -0.585
53 C -2.633 3.427 1.089  0.078
54 H -2.152 7.582 -3.970  0.407
55 H -1.158 5.474 -4.800  0.438
56 H -1.061 3.495 -3.339  0.401
57 H -3.013 5.705 -0.221  0.392
58 H -3.069 7.692 -1.677  0.427
59 H -3.424 1.313 -2.939  0.508
60 H -5.736 0.453 -3.065  0.449
61 H -7.274 0.749 -1.154  0.434
62 H -6.530 1.920 0.877  0.436
63 H -5.618 2.958 2.641  0.415
64 H -4.424 4.164 4.421  0.385
65 H -2.089 4.900 4.086  0.459
66 H -0.932 4.414 1.958  0.405
67 N 4.566 -6.410 -1.657  -0.468
68 C 4.255 -5.148 -2.123  0.374
69 C 2.917 -4.746 -2.208  -0.307
70 C 2.604 -3.457 -2.580  -0.082
71 C 3.614 -2.544 -2.878  -0.368
72 C 4.943 -2.943 -2.833  -0.592
73 C 5.261 -4.236 -2.458  -0.833
74 S 3.199 -0.865 -3.163  0.926
75 O 4.245 -0.261 -3.942  -0.713
76 O 1.839 -0.828 -3.648  -0.852
77 N 3.173 -0.218 -1.683  -0.613
78 C 4.276 0.373 -1.130  0.562
79 S 5.763 0.866 -1.876  -0.039
80 C 6.300 1.479 -0.354  -0.418
81 C 5.357 1.291 0.588  -0.971
82 N 4.212 0.653 0.158  0.171
83 H 3.838 -7.103 -1.710  0.243
84 H 5.482 -6.765 -1.873  0.205
85 H 2.128 -5.441 -1.946  0.422
86 H 1.567 -3.156 -2.644  0.536
87 H 5.724 -2.238 -3.089  0.524
88 H 6.299 -4.545 -2.418  0.369
89 H 7.270 1.938 -0.245  0.462
90 H 5.441 1.588 1.625  0.405
91 C -1.665 -3.422 2.887  -0.699
92 C -0.636 -4.538 2.797  -0.914
93 N -0.681 -5.275 1.536  0.258
94 C -1.843 -6.133 1.289  -0.893
95 C -2.774 -5.554 0.234  -0.815
96 C 0.328 -5.337 0.639  0.116
97 O 0.343 -6.129 -0.295  -0.688
98 C 1.463 -4.354 0.752  0.942
99 C 2.779 -4.796 0.772  -1.019
100 C 3.797 -3.860 0.736  -0.985
101 C 3.470 -2.519 0.630  -0.551
102 N 2.204 -2.087 0.574  0.738
103 C 1.228 -2.995 0.645  0.186
104 H -1.557 -2.886 3.831  0.475
105 H -2.683 -3.813 2.845  0.366
106 H -1.547 -2.707 2.072  0.026
107 H -0.797 -5.257 3.605  0.454
108 H 0.369 -4.144 2.932  0.362
109 H -2.359 -6.257 2.242  0.395
110 H -1.483 -7.111 0.971  0.447
111 H -3.154 -4.575 0.537  0.062
112 H -3.626 -6.217 0.077  0.434
113 H -2.247 -5.448 -0.714  0.275
114 H 2.991 -5.857 0.796  0.524
115 H 4.836 -4.159 0.757  0.447
116 H 4.236 -1.757 0.553  0.320
117 H 0.213 -2.619 0.603  -0.310

Entry 2:
DFT (wB97M-V/def2-TZVPD) results for a molecular structure, C32H66BIN3O8PSi2.

Output
multiplicity = 1
total charge = 0

Last column: Mulliken charge in e.
Positions of all 114 atoms, in Å:
1 C 4.099 -0.896 3.768  -1.131
2 C 2.684 -1.281 4.046  0.916
3 O 2.138 -1.073 5.106  -0.609
4 O 2.074 -1.864 2.988  -0.064
5 C 0.722 -2.186 3.201  -1.316
6 C -0.278 -1.086 2.850  -0.593
7 C -0.316 -0.782 1.342  -0.826
8 C 0.817 0.060 0.793  1.030
9 P 1.751 1.198 1.984  0.170
10 O 2.783 2.085 1.074  -0.555
11 O 0.740 2.198 2.841  -0.588
12 C 0.546 0.670 -0.623  -1.882
13 C -0.933 0.768 -1.088  -1.078
14 B -1.164 -0.362 -2.194  0.555
15 N -0.596 -1.677 -2.027  -0.373
16 O -1.956 -0.137 -3.293  -0.737
17 C -1.968 0.755 0.057  1.752
18 C -1.698 2.055 0.856  0.838
19 C -2.275 3.382 0.379  -1.310
20 C -1.528 4.246 -0.667  0.944
21 C -0.004 4.148 -0.701  -1.534
22 C -1.945 5.717 -0.349  -1.175
23 C -1.112 6.312 0.789  -0.028
24 C -1.897 7.327 1.569  -1.379
25 C -2.629 6.934 2.631  1.229
26 C -2.151 5.970 3.670  -1.316
27 C -4.002 7.536 2.791  -1.382
28 C -3.348 0.861 -0.607  -3.404
29 C -4.644 1.206 0.186  -1.555
30 C -5.854 0.364 -0.292  -1.458
31 I -4.660 1.170 2.324  0.049
32 N -1.757 -0.443 0.936  2.020
33 C -2.343 -1.742 0.531  0.235
34 C -3.837 -1.981 0.432  -0.543
35 O -4.581 -2.100 1.393  -0.498
36 O -4.325 -2.195 -0.855  -0.146
37 C -3.827 -3.305 -1.544  0.742
38 C -3.206 -4.466 -0.796  -0.896
39 O -3.890 -3.294 -2.761  -0.529
40 H 4.233 0.163 3.937  0.312
41 H 4.788 -1.472 4.374  0.384
42 H 4.330 -1.076 2.724  0.250
43 H 0.511 -2.550 4.199  0.481
44 H 0.514 -3.012 2.523  0.480
45 H -1.244 -1.534 3.105  0.504
46 H -0.191 -0.198 3.471  0.463
47 H -0.117 -1.764 0.926  0.012
48 H 1.619 -0.637 0.573  -0.562
49 H 2.462 2.964 0.823  0.374
50 H -0.199 2.000 2.803  0.501
51 H 1.021 1.641 -0.606  0.941
52 H 1.111 0.108 -1.356  0.687
53 H -1.018 1.722 -1.602  0.094
54 H -1.155 -2.395 -2.468  0.165
55 H 0.367 -1.728 -2.341  0.197
56 H -2.143 0.804 -3.344  0.354
57 H -2.030 1.902 1.885  1.349
58 H -0.634 2.223 0.980  -1.739
59 H -3.309 3.375 0.056  -0.056
60 H -2.296 4.007 1.269  -0.308
61 H -1.915 4.043 -1.662  0.451
62 H 0.464 3.828 0.227  -0.077
63 H 0.470 5.073 -0.999  0.669
64 H 0.296 3.435 -1.464  0.355
65 H -1.887 6.312 -1.254  0.510
66 H -2.979 5.655 -0.020  0.333
67 H -0.835 5.517 1.480  0.112
68 H -0.185 6.688 0.362  0.503
69 H -1.843 8.369 1.286  0.417
70 H -1.090 6.064 3.861  0.339
71 H -2.329 4.915 3.439  0.136
72 H -2.651 6.145 4.616  0.448
73 H -4.258 7.745 3.826  0.400
74 H -4.036 8.460 2.224  0.393
75 H -4.691 6.826 2.343  0.241
76 H -3.600 -0.023 -1.186  1.411
77 H -3.237 1.622 -1.368  1.021
78 H -4.949 2.201 -0.099  1.136
79 H -6.028 -0.472 0.369  0.373
80 H -5.737 0.056 -1.325  0.405
81 H -6.742 0.981 -0.219  0.434
82 H -2.193 -0.187 1.831  1.022
83 H -1.835 -2.121 -0.346  -0.040
84 H -2.073 -2.453 1.306  0.644
85 H -3.668 -4.631 0.170  0.350
86 H -3.311 -5.319 -1.446  0.370
87 H -2.137 -4.284 -0.718  0.249
88 C 2.395 -3.393 -0.156  -0.071
89 Si 3.635 -4.302 -1.261  0.041
90 C 2.784 -5.903 -1.813  -1.078
91 C 5.095 -4.779 -0.155  -1.142
92 N 4.031 -3.273 -2.519  0.131
93 Si 5.097 -3.621 -3.773  0.016
94 C 4.560 -5.089 -4.844  -1.038
95 C 6.869 -3.954 -3.193  -1.050
96 C 5.182 -2.123 -4.927  -1.015
97 H 2.079 -4.012 0.695  0.177
98 H 2.837 -2.473 0.239  -0.059
99 H 1.502 -3.132 -0.734  -0.380
100 H 2.334 -6.426 -0.957  0.380
101 H 3.491 -6.593 -2.275  0.284
102 H 1.989 -5.686 -2.530  0.233
103 H 5.672 -3.894 0.119  0.252
104 H 5.759 -5.488 -0.652  0.296
105 H 4.748 -5.256 0.772  0.367
106 H 4.689 -6.040 -4.322  0.308
107 H 5.158 -5.141 -5.762  0.351
108 H 3.512 -4.990 -5.132  0.252
109 H 7.194 -3.180 -2.495  0.259
110 H 7.563 -3.956 -4.041  0.351
111 H 6.958 -4.925 -2.701  0.300
112 H 5.533 -1.243 -4.383  0.252
113 H 4.196 -1.905 -5.342  0.243
114 H 5.870 -2.306 -5.761  0.274

For each record above, in turn, the calculated E_LUMO values are -2.640, -1.431 eV.
For each record above, in turn, the calculated gap between HOMO and LUMO values are 7.31, 4.16 eV.
For each record above, in turn, the calculated max |F| values are 0.48, 3.52 eV/Å.